Record 1
Below is C10H16AuN5O6 as an isolated structure, with properties calculated with ωB97M-V with the def2-TZVPD basis set.

**Energy above the lowest of the compared OMol25 structures with the same formula, charge and spin**: 195.1 kJ/mol
**HOMO level**: -15.149 eV

ORCA input file:
```
! RIJCOSX wB97M-V def2-TZVPD def2/J DEFGRID3
* xyz 2 1
Au -0.13475 0.07419 -0.00065
O 3.81559 2.60229 4.03385
C 2.95003 2.07147 3.21174
C 1.63545 1.70463 3.57198
C 0.82088 1.15726 2.61286
N 1.21211 0.92695 1.36882
C 2.43306 1.29420 1.00661
C 3.33563 1.85978 1.86623
C 2.73624 1.06327 -0.53607
O 3.87075 1.27290 -0.85954
O 1.73797 0.68154 -1.18009
C -0.69967 0.79517 2.86893
O -1.06813 0.87116 4.00755
O -1.32894 0.50998 1.82460
H 3.48856 2.74238 4.93754
H 1.26204 1.85382 4.57705
H 4.32903 2.13600 1.54017
N 2.17705 -2.08297 -1.92298
C 1.53276 -2.63860 -0.88419
N 2.00093 -3.80087 -0.41442
O 0.49914 -2.13976 -0.38634
H 3.05714 -2.45642 -2.24270
H 2.00181 -1.11248 -2.13721
H 2.78421 -4.27587 -0.82652
H 1.50911 -4.26073 0.33400
N -4.90222 -0.66327 -2.31111
C -3.90544 0.41637 -2.58985
C -2.88015 0.59243 -1.46219
N -1.78672 -0.37650 -1.45282
H -5.68539 -0.61737 -2.98026
H -5.28854 -0.56253 -1.36130
H -4.47931 -1.59647 -2.38823
H -4.44826 1.35340 -2.70714
H -3.40391 0.19043 -3.53154
H -3.36559 0.57239 -0.48252
H -2.43890 1.58358 -1.58208
H -1.31170 -0.42944 -2.35128
H -2.06185 -1.31233 -1.17089
*
```

Record 2
Below is a 2-piece molecular cluster, C10H16BF3NO8PS2 overall, with properties calculated with ωB97M-V with the def2-TZVPD basis set.

**HOMO level**: -8.258 eV

ORCA input file:
```
! RIJCOSX wB97M-V def2-TZVPD def2/J DEFGRID3
* xyz 0 1
O 0.98657 -0.07308 3.81784
S 1.45149 -1.22004 3.08248
O 2.62362 -1.91808 3.47680
O 0.27291 -2.22177 2.83252
C -0.60871 -1.66696 1.79677
C -1.50059 -2.79417 1.31278
C -2.89132 -2.31980 0.89084
O -2.82600 -1.09274 0.18721
C -3.43650 0.01092 0.80763
C -3.52511 1.15291 -0.20939
F -2.69875 2.16591 0.08438
F -3.24391 0.77283 -1.44444
F -4.76232 1.67038 -0.22443
C 0.37768 -1.01524 0.79447
O -0.10886 0.16962 0.25512
B 0.10248 1.33542 1.01058
O -0.67595 1.54566 2.13316
O 1.03511 2.21622 0.54230
P 1.00187 -2.01832 -0.64754
S 2.01711 -3.61210 -0.22443
O 1.57717 -0.74538 1.55933
H -1.14414 -0.83799 2.26568
H -1.60381 -3.47857 2.16114
H -1.02758 -3.35278 0.50428
H -3.31580 -3.06657 0.21077
H -3.55699 -2.26618 1.76081
H -2.84076 0.37034 1.65598
H -4.45618 -0.22355 1.12730
H -0.14118 1.72680 2.91861
H 1.08578 3.00584 1.09696
H -0.12514 -2.24374 -1.44770
H 1.75870 -1.03518 -1.28896
C 3.65121 2.64785 -4.13333
C 2.54887 1.77038 -4.32447
C 2.12990 1.37446 -3.08292
N 2.92704 1.97970 -2.15147
C 3.85843 2.75583 -2.78339
H 4.22361 3.14373 -4.89894
H 2.11657 1.46646 -5.26275
H 1.32367 0.72741 -2.78256
H 2.83591 1.87392 -1.15611
H 4.58391 3.31966 -2.22294
*
```

Record 3
Below is an isolated ion of composition C10H16BFN3O3 and charge +1, with properties calculated with ωB97M-V with the def2-TZVPD basis set.

**Energy above the lowest of the compared OMol25 structures with the same formula, charge and spin**: 296.5 kJ/mol
**HOMO level**: -11.968 eV

ORCA input file:
```
! RIJCOSX wB97M-V def2-TZVPD def2/J DEFGRID3
* xyz 1 1
N -2.96275 1.94918 1.71572
C -2.25955 1.05985 0.74031
C -2.44393 -0.50940 1.07285
C -2.61569 -1.44356 -0.23324
C -1.36684 -1.31206 -1.28485
C 0.03390 -1.34932 -0.48318
N 0.21987 -2.32764 0.49319
N 1.24920 -2.57838 1.29147
C 2.24830 -1.63093 1.06566
C 2.32840 -0.47473 0.07099
B 3.64661 0.48328 0.02181
O 4.94528 -0.03339 -0.37227
O 3.58891 1.87020 0.39550
C 1.09045 -0.30021 -0.84352
C 0.97371 0.81506 -1.97156
C 0.78422 2.30731 -1.43827
O -0.26160 2.79244 -0.98845
F 1.91884 3.18370 -1.52570
H -3.89279 1.58938 1.96812
H -2.35350 2.03664 2.55111
H -1.12890 1.28069 0.86108
H -2.60878 1.33035 -0.31955
H -3.40392 -0.63492 1.70598
H -1.53827 -0.82947 1.70539
H -3.55394 -1.11700 -0.80674
H -2.72801 -2.52774 0.15957
H -1.53455 -0.34231 -1.85854
H -1.45115 -2.21593 -1.99549
H -0.57948 -2.98388 0.63715
H 3.16964 -1.75418 1.75227
H 5.58971 0.38753 0.25333
H 2.76472 1.94397 0.94653
H 1.96987 0.79543 -2.56145
H 0.16201 0.54007 -2.72521
*
```

Record 4
Below is C10H16BrF6N6O7PS2 as an isolated structure, with properties calculated with ωB97M-V with the def2-TZVPD basis set.

**Energy above the lowest of the compared OMol25 structures with the same formula, charge and spin**: 490.7 kJ/mol
**HOMO level**: -8.528 eV

ORCA input file:
```
! RIJCOSX wB97M-V def2-TZVPD def2/J DEFGRID3
* xyz 0 1
C 0.47506 1.35226 3.71705
C 1.73201 1.36599 2.70204
O 2.80012 1.83804 3.18078
N 1.58960 0.90126 1.31922
C 1.05041 -0.46980 1.22269
C 0.17766 -1.03952 0.03016
O 1.29280 -1.25741 2.17854
C 2.81334 1.09825 0.52020
N 3.04347 0.09935 -0.61102
P 4.55662 -0.71914 -0.05729
C 5.09219 -2.06229 -1.27700
O 4.21612 -1.53450 1.43125
C 3.08947 0.79366 -1.88182
N 3.67468 0.49143 -3.03831
N 2.32802 2.04913 -1.59840
C 2.97512 2.46593 -0.31936
N 2.60202 3.74867 0.29008
Br 4.88324 2.79897 -0.87107
H 0.13817 0.29202 3.97479
H -0.36038 2.01993 3.32575
H 0.81369 1.81762 4.71358
H 0.40662 -2.13814 -0.22335
H -0.95522 -1.01250 0.26362
H 0.32200 -0.47253 -0.95932
H 3.83857 1.04384 1.05036
H 5.20793 -1.63534 -2.32775
H 6.10946 -2.44803 -0.89800
H 4.36766 -2.93926 -1.20529
H 3.53489 -2.21913 1.22226
H 3.66545 -0.47908 -3.37587
H 4.10645 1.20063 -3.65253
H 1.30517 1.94065 -1.54678
H 3.32245 4.06675 0.96306
H 1.68856 3.70840 0.76338
C -7.62566 -0.98785 -2.34719
F -8.01037 -1.15511 -3.62623
F -8.02943 0.24859 -1.98138
F -8.35656 -1.85070 -1.60853
S -5.83033 -1.22559 -2.11089
O -5.21499 -0.21034 -2.94603
O -5.58534 -2.59302 -2.52977
N -5.80981 -0.95497 -0.54679
S -4.36696 -1.07659 0.09119
O -3.41459 -0.03439 -0.26172
O -3.80601 -2.41340 0.16736
C -4.85494 -0.68639 1.80748
F -5.76204 -1.56046 2.29102
F -5.42401 0.53404 1.91209
F -3.81239 -0.69990 2.66372
*
```

Record 5
Below is C10H16CdN2P as an isolated structure, with properties calculated with ωB97M-V with the def2-TZVPD basis set.

**Energy above the lowest of the compared OMol25 structures with the same formula, charge and spin**: 0.0 kJ/mol
**HOMO level**: 0.182 eV

ORCA input file:
```
! RIJCOSX wB97M-V def2-TZVPD def2/J DEFGRID3
* xyz -1 1
C -1.26783 -0.90808 -2.14287
C -0.21463 -1.56084 -2.93949
C 0.77189 -0.64417 -3.58577
C 0.16461 0.64432 -3.42233
C -1.14456 0.49404 -2.75471
Cd 0.71273 -0.26307 -1.35574
P 0.23348 -3.04872 0.15813
H -2.05373 -1.32063 -1.29737
H -0.19901 -2.73134 -3.14564
H 1.46401 -0.98005 -4.39799
H -1.67302 1.32694 -2.32547
H 0.67991 1.53751 -3.81219
H 1.49956 -2.64044 0.89646
H 0.17031 -4.57261 0.18392
H -0.87035 -2.55508 1.08509
C -1.91755 1.54745 3.29735
C -0.83524 1.11118 2.41008
C 0.51411 1.50964 2.43207
C 1.09034 0.88358 1.31580
N 0.19806 0.03059 0.74583
N -0.96289 0.28036 1.37791
C 2.42849 1.13965 0.73641
H -1.60949 1.31123 4.32166
H -2.01674 2.63306 3.19416
H -2.87883 1.07913 3.08081
H 0.98454 2.19141 3.14297
H -1.79153 -0.17250 1.11427
H 2.61163 2.21971 0.55394
H 3.26019 0.77649 1.38422
H 2.65154 0.68125 -0.25154
*
```

Record 6
Below is C10H16Cl21I3Nb as an isolated structure, with properties calculated with ωB97M-V with the def2-TZVPD basis set.

**HOMO level**: -5.154 eV

ORCA input file:
```
! RIJCOSX wB97M-V def2-TZVPD def2/J DEFGRID3
* xyz -1 1
C -3.11327 -3.61389 1.40116
C -2.07753 -2.51592 1.23729
I -0.10384 -3.40110 1.26369
C -2.36684 -1.61082 0.05217
I -1.45538 0.33568 0.41932
Nb -1.89797 -2.40717 -2.05109
I -4.57812 -1.91360 -2.92039
H -2.88944 -4.15440 2.31671
H -3.13808 -4.30255 0.56433
H -4.07563 -3.13339 1.56771
H -2.10953 -1.90860 2.13598
H -3.43543 -1.41448 0.08155
H -2.23377 -4.17171 -1.69066
H -1.56003 -2.92055 -3.77175
H -1.48626 -0.71647 -2.65735
H -0.14426 -2.59391 -1.74086
C -0.13904 4.47234 1.34728
Cl 1.41903 5.17900 0.90109
Cl -1.06740 4.04978 -0.08802
Cl 0.08788 3.06294 2.38874
H -0.69844 5.21594 1.90221
C -3.48161 7.57385 1.17135
Cl -3.11478 7.20084 -0.50670
Cl -2.24259 6.92490 2.25624
Cl -3.65135 9.31599 1.40476
H -4.42282 7.10646 1.42611
C 1.53411 -2.62047 4.96852
Cl -0.17640 -2.36386 5.28189
Cl 2.48241 -1.20914 5.46037
Cl 2.11387 -4.07210 5.78893
H 1.65829 -2.75766 3.90064
C 0.85887 -0.42183 8.77799
Cl -0.36560 -1.58490 9.28348
Cl 0.23294 1.22625 8.86238
Cl 2.32163 -0.58553 9.75317
H 1.11618 -0.63277 7.74807
C 2.81274 -0.69539 -2.84747
Cl 1.43911 -0.43500 -1.78553
Cl 2.83282 -2.34897 -3.46996
Cl 2.78223 0.46941 -4.17926
H 3.72164 -0.53811 -2.28303
C 4.25508 -4.05438 -7.02706
Cl 3.49958 -5.13095 -5.85327
Cl 4.82474 -2.58169 -6.25013
Cl 5.57549 -4.87684 -7.87092
H 3.50912 -3.78083 -7.76047
C 1.30750 3.89171 -5.85439
Cl 0.58108 2.79076 -4.69553
Cl 1.85209 5.37747 -5.06507
Cl 2.64901 3.11657 -6.70786
H 0.55799 4.15908 -6.58632
*
```

| no. | lowest unoccupied orbital energy (eV) | gap between HOMO and LUMO (eV) | maximum force (hartree/bohr) |
| --- | --- | --- | --- |
| 1 | -9.488 | 5.660 | 0.10506 |
| 2 | 0.073 | 8.331 | 0.02433 |
| 3 | -5.618 | 6.350 | 0.10385 |
| 4 | -2.954 | 5.574 | 0.10634 |
| 5 | 3.013 | 2.831 | 0.08543 |
| 6 | 1.718 | 6.872 | 0.04007 |